Computed, not measured: a structure of composition CHBr3 at a distorted geometry, with the ωB97M-V functional and the def2-TZVPD basis.

Properties
HOMO energy	-10.34	eV
electronic energy	-7760.7238	hartree
energy above the lowest of the compared OMol25 structures with the same formula, charge and spin	4.5	kcal per mole
frontier orbital gap	10.2	eV

Geometry as XYZ:
```
5
Properties=species:S:1:pos:R:3:forces:R:3
Br -0.4019 1.7396 0.2956 -0.8 1.2 0.3
H 0.7641 0.1644 -0.9100 0.3 -1.0 0.4
C 0.0901 -0.0327 -0.0763 0.0 -0.2 -0.6
Br 0.9380 -0.7591 1.5035 -0.1 -0.3 -0.6
Br -1.3903 -1.1122 -0.8128 0.7 0.4 0.5
```
Positions in Å, forces in eV/Å.